ORCA calculation (ωB97M-V with the def2-TZVPD basis set) on a molecular structure, C22H50P2Si2Sn at a distorted geometry.

Last column: Mulliken charge in e.
Atoms and positions in Å:
P 1.837 4.547 -0.739  1.4540
P -1.228 4.211 -1.136  1.1646
C 0.936 5.949 -1.574  -1.3405
C -0.538 5.956 -1.218  -1.3020
H 1.099 5.825 -2.651  0.4455
H 1.437 6.870 -1.258  0.5427
H -0.719 6.419 -0.241  0.4399
H -1.121 6.512 -1.961  0.5138
C -1.728 4.184 -2.922  -1.5630
H -2.398 3.337 -3.098  0.3681
H -0.842 4.082 -3.558  0.3563
H -2.245 5.122 -3.161  0.5007
C -2.835 4.731 -0.413  -1.4445
H -3.276 5.531 -1.021  0.4241
H -2.662 5.097 0.605  0.3871
H -3.509 3.870 -0.375  0.3928
C 3.390 4.734 -1.675  -1.4445
H 4.142 4.054 -1.265  0.3980
H 3.718 5.777 -1.590  0.4047
H 3.199 4.483 -2.724  0.3787
C 2.250 5.473 0.795  -1.5689
H 1.353 5.605 1.410  0.3558
H 2.644 6.451 0.496  0.4920
H 3.004 4.920 1.363  0.3714
Sn 0.965 -2.513 1.949  0.2910
C -1.175 0.598 0.110  -0.3583
C -0.881 0.388 -1.181  -0.4042
C 0.118 1.139 -1.994  0.8475
C 1.557 0.573 -2.034  -0.7601
C 2.271 0.472 -0.725  -0.6021
C 1.975 1.046 0.446  -0.3912
C 0.891 2.028 0.759  1.4799
C -0.487 1.476 1.122  -0.8415
C 2.914 -3.385 1.391  -1.4476
H -2.026 0.059 0.556  0.4141
H -1.400 -0.391 -1.759  0.3529
H 0.143 2.175 -1.636  -1.5687
H -0.261 1.160 -3.026  0.5877
H 1.545 -0.414 -2.529  0.3785
H 2.135 1.212 -2.727  0.4114
H 3.136 -0.198 -0.762  0.4521
H 2.571 0.792 1.340  0.3351
H 0.769 2.717 -0.087  -2.4511
H 1.222 2.623 1.618  0.7254
H -0.425 0.940 2.088  0.2890
H -1.146 2.335 1.348  0.4200
H 3.297 -4.089 2.161  0.3670
H 3.532 -2.478 1.370  0.3856
H 2.835 -3.806 0.372  0.3090
C -2.084 -5.677 -1.049  -1.0373
Si -0.511 -4.828 -0.442  -0.0819
C 0.555 -6.211 0.255  -0.9037
C 0.244 -4.025 -1.959  -0.9639
C -0.810 -3.439 0.785  0.3081
Si -1.478 -3.946 2.444  0.1543
C -0.043 -4.646 3.488  -0.9845
C -2.038 -2.335 3.243  -1.0905
C -2.935 -5.128 2.561  -1.1230
H -1.816 -6.465 -1.773  0.3222
H -2.733 -4.962 -1.574  0.2781
H -2.662 -6.144 -0.240  0.2824
H 0.606 -6.981 -0.529  0.3653
H 1.583 -5.904 0.492  0.2313
H 0.119 -6.686 1.147  0.3116
H -0.485 -3.335 -2.420  0.2667
H 1.157 -3.452 -1.736  0.1885
H 0.491 -4.792 -2.710  0.3909
H -1.484 -2.680 0.323  0.2343
H 0.856 -4.032 3.759  0.3720
H -0.558 -4.795 4.447  0.3778
H 0.338 -5.609 3.116  0.3119
H -2.935 -1.968 2.721  0.2601
H -2.309 -2.576 4.282  0.3030
H -1.315 -1.503 3.274  0.3097
H -3.808 -4.731 2.018  0.3111
H -2.715 -6.142 2.187  0.2991
H -3.213 -5.204 3.630  0.3584

Computed properties:
Energy above the lowest of the compared OMol25 structures with the same formula, charge and spin in kcal/mol: 0.00
F_max in Eh/bohr: 0.0255
LUMO in eV: 0.5
Gap between HOMO and LUMO in eV: 7.61
Multiplicity: 1
E in eV: -63788.09427

ORCA calculation (ωB97M-V with the def2-TZVPD basis set) on a molecular structure, C11H18F9KNO9S3 at a distorted geometry.

Last column: Mulliken charge in e.
Atoms and positions in Å:
K -1.518 -1.309 -0.801  1.0637
C -0.869 4.186 1.778  -1.5806
C -0.414 2.712 1.730  0.3526
C 1.040 2.685 1.442  -0.9670
N 1.847 1.402 1.766  0.4519
C 3.262 1.560 1.215  -1.0929
C 1.292 0.110 1.048  -0.3316
C 1.338 -1.038 2.015  -0.1406
C 1.009 -0.355 3.305  -0.6047
C 1.772 0.988 3.271  -0.6035
H -1.941 4.345 1.896  0.3898
H -0.673 4.736 0.858  0.3566
H -0.340 4.775 2.528  0.3932
H -0.925 2.256 0.882  0.0217
H -0.734 2.161 2.615  0.3055
H 1.663 3.441 1.919  0.5189
H 1.173 2.890 0.380  0.4070
H 3.683 2.325 1.867  0.4447
H 3.287 1.808 0.153  0.2737
H 3.734 0.596 1.407  0.4476
H 1.700 0.024 0.041  0.4700
H 0.221 0.294 0.967  -0.1422
H 2.284 -1.559 2.163  0.2949
H 0.722 -1.901 1.764  0.0139
H 1.375 -0.958 4.136  0.4036
H -0.074 -0.242 3.339  0.2624
H 2.805 0.903 3.608  0.3812
H 1.375 1.866 3.780  0.3584
C -0.497 2.323 -3.904  0.3702
F -0.706 3.501 -3.475  -0.1984
F -1.662 1.914 -4.436  -0.1893
F 0.531 2.306 -4.769  -0.2090
S -0.092 1.308 -2.405  1.3637
O -1.224 1.466 -1.492  -0.7746
O 0.060 -0.103 -2.711  -0.7516
O 1.151 1.771 -1.746  -0.7246
C -4.444 -1.929 -4.635  0.5580
F -3.551 -1.049 -4.921  -0.1806
F -5.695 -1.473 -4.946  -0.2360
F -4.275 -3.149 -5.261  -0.2280
S -4.323 -1.996 -2.659  1.1776
O -3.115 -2.842 -2.385  -0.7544
O -4.108 -0.628 -2.174  -0.6938
O -5.584 -2.593 -2.221  -0.6672
C 2.048 -4.965 0.514  0.5372
F 2.782 -3.841 0.726  -0.1966
F 2.583 -5.689 -0.509  -0.2127
F 2.000 -5.750 1.671  -0.2513
S 0.274 -4.424 0.243  1.0608
O 0.459 -3.195 -0.525  -0.6427
O -0.340 -5.493 -0.579  -0.6145
O -0.366 -4.171 1.530  -0.6904

Computed properties:
Energy above the lowest of the compared OMol25 structures with the same formula, charge and spin in kcal/mol: 32.99
F_max in Eh/bohr: 0.0931
Charge: -1
LUMO in eV: 1.5
Gap between HOMO and LUMO in eV: 7.56
Multiplicity: 1
E in eV: -104907.76579

ORCA calculation (ωB97M-V with the def2-TZVPD basis set) on a gas-phase ion, C4H3O4 (charge -1) at a distorted geometry.

Last column: Mulliken charge in e.
Atoms and positions in Å:
C -1.111 0.130 1.283  -1.2000
C -0.324 -0.031 0.003  -0.0862
C -0.331 -1.122 -0.717  0.9588
O -0.700 -2.206 -0.953  -0.5366
O 0.695 0.893 -0.138  -0.3905
C 1.658 0.705 -1.181  0.7023
O 2.419 1.650 -1.237  -0.6869
O 1.513 -0.412 -1.750  -0.6952
H -0.587 -0.308 2.129  0.2256
H -1.990 -0.442 1.155  0.3477
H -1.241 1.143 1.407  0.3609

Computed properties:
Energy above the lowest of the compared OMol25 structures with the same formula, charge and spin in kcal/mol: 13.80
F_max in Eh/bohr: 0.0583
Charge: -1
LUMO in eV: 3.9
Gap between HOMO and LUMO in eV: 7.35
Multiplicity: 1
E in eV: -12387.17729

ORCA calculation (ωB97M-V with the def2-TZVPD basis set) on a molecular structure, Cl3Hg4O16S at a distorted geometry.

Last column: Mulliken charge in e.
Atoms and positions in Å:
Hg 0.147 -3.479 1.783  1.1685
Hg -1.694 -1.545 -2.223  1.4642
Hg 2.834 0.658 -1.651  1.7679
Hg -1.957 1.914 1.633  1.5100
S 0.259 -0.662 0.387  1.1241
O 1.195 -0.052 -0.522  -0.6112
O -0.608 0.356 0.820  -0.5492
O -0.434 -1.753 -0.443  -1.0910
O 0.764 -1.317 1.583  -0.5954
Cl 2.301 -2.763 4.641  1.7197
O 2.687 -2.430 3.273  -0.5307
O 2.475 -1.620 5.485  -0.4485
O 0.923 -3.166 4.493  -0.5538
O 3.276 -3.788 4.877  -0.3959
Cl -0.429 -0.007 -3.646  1.8353
O 0.690 0.390 -2.890  -0.5100
O -1.686 0.343 -3.118  -0.6058
O -0.062 0.550 -4.977  -0.5302
O -0.469 -1.447 -3.630  -0.6484
Cl -1.992 3.975 -1.189  1.6483
O -2.655 3.954 -2.440  -0.5009
O -3.129 4.311 -0.326  -0.5734
O -1.549 2.653 -0.730  -0.6062
O -0.888 4.924 -1.189  -0.4875

Computed properties:
Energy above the lowest of the compared OMol25 structures with the same formula, charge and spin in kcal/mol: 23.67
F_max in Eh/bohr: 0.2606
Charge: +3
LUMO in eV: -15.5
Gap between HOMO and LUMO in eV: 2.39
Multiplicity: 1
E in eV: -97789.50090

ORCA calculation (ωB97M-V with the def2-TZVPD basis set) on a single C3H7NS2 molecule at a distorted geometry.

Last column: Mulliken charge in e.
Atoms and positions in Å:
C 1.089 -0.865 0.493  -0.7040
C 1.736 0.373 -0.237  -0.3990
C -2.511 0.430 -0.293  -0.8398
N -0.248 -0.748 0.225  -0.2820
S 3.440 0.308 0.172  -0.1690
S -0.995 0.527 0.790  0.0774
H 1.427 -1.857 0.126  0.3557
H 1.305 -0.782 1.465  0.4093
H 1.684 0.286 -1.388  0.2615
H 1.224 1.227 0.291  0.3713
H -2.931 -0.501 -0.079  0.3151
H -2.169 0.262 -1.394  0.2465
H -3.051 1.340 -0.171  0.3570

Computed properties:
Energy above the lowest of the compared OMol25 structures with the same formula, charge and spin in kcal/mol: 89.25
F_max in Eh/bohr: 0.0805
LUMO (alpha / beta) in eV: -0.5 / -1.7
Gap between HOMO and LUMO (alpha / beta) in eV: 8.47 / 6.26
Multiplicity: 1
E in eV: -26381.30528

ORCA calculation (ωB97M-V with the def2-TZVPD basis set) on a single C24H30N6O4 molecule at a distorted geometry.

Last column: Mulliken charge in e.
Atoms and positions in Å:
C -7.714 -1.481 -0.678  -0.7306
O -7.015 -0.285 -0.412  -0.4755
C -5.714 -0.284 -0.022  0.5835
C -5.217 0.987 0.271  -0.7950
C -3.918 1.188 0.679  -0.8384
C -3.072 0.093 0.805  -0.2230
C -1.695 0.259 1.200  0.1682
N -0.801 -0.751 1.299  -0.2268
N 0.322 -0.223 1.624  -0.8952
N 0.128 1.068 1.725  1.1826
C 1.168 2.007 2.001  -0.9026
C 2.359 1.832 1.049  0.9526
O 3.496 1.806 1.490  -0.7618
N 2.087 1.686 -0.260  0.5896
C 3.184 1.397 -1.174  -1.2313
C 3.506 -0.108 -1.222  0.7392
O 3.309 -0.778 -2.216  -0.6923
N 4.012 -0.572 -0.074  0.1249
C 4.349 -1.960 0.146  -0.8096
C 5.736 -2.126 0.766  -0.9218
C 6.899 -2.034 -0.229  0.8578
C 6.979 -0.666 -0.901  -1.2941
C 8.210 -2.337 0.496  -1.6337
C 0.781 1.724 -0.827  -0.8599
C 0.252 0.584 -1.419  0.4365
C -1.023 0.624 -1.955  -0.9245
C -1.764 1.793 -1.915  -0.4848
C -1.220 2.936 -1.355  -0.8567
C 0.054 2.908 -0.816  -0.1018
N -1.114 1.423 1.479  -0.7812
C -3.547 -1.184 0.515  -0.3627
C -4.852 -1.395 0.103  1.3144
O -5.345 -2.641 -0.196  -0.4778
C -4.493 -3.752 -0.054  -0.9426
H -7.286 -2.021 -1.524  0.2544
H -8.728 -1.166 -0.923  0.2958
H -7.738 -2.137 0.195  0.2732
H -5.900 1.814 0.164  0.4346
H -3.548 2.176 0.900  0.4811
H 0.740 3.007 1.926  0.3943
H 1.555 1.853 3.014  0.3838
H 2.900 1.727 -2.173  0.3897
H 4.066 1.945 -0.832  0.3672
H 4.151 0.068 0.698  0.2247
H 3.598 -2.399 0.816  0.3397
H 4.288 -2.464 -0.821  0.4034
H 5.774 -3.106 1.247  0.4000
H 5.866 -1.371 1.546  0.3421
H 6.748 -2.792 -1.004  0.1958
H 6.132 -0.506 -1.561  0.2204
H 7.886 -0.596 -1.498  0.4683
H 6.999 0.127 -0.156  0.2878
H 8.396 -1.595 1.270  0.3564
H 8.175 -3.319 0.964  0.4037
H 9.045 -2.321 -0.201  0.4141
H 0.831 -0.326 -1.446  0.4549
H -1.441 -0.268 -2.396  0.4295
H -2.764 1.812 -2.319  0.4500
H -1.788 3.853 -1.334  0.4197
H 0.486 3.798 -0.384  0.5239
H -2.856 -2.004 0.620  0.7196
H -4.148 -3.866 0.978  0.3512
H -5.098 -4.614 -0.331  0.2474
H -3.628 -3.686 -0.722  0.3473

Computed properties:
Energy above the lowest of the compared OMol25 structures with the same formula, charge and spin in kcal/mol: 60.72
F_max in Eh/bohr: 0.0216
LUMO in eV: 0.7
Gap between HOMO and LUMO in eV: 8.74
Multiplicity: 1
E in eV: -42505.00582

ORCA calculation (ωB97M-V with the def2-TZVPD basis set) on a gas-phase ion, C5H11N3 (charge +3) at a distorted geometry.

Last column: Mulliken spin population.
Atoms and positions in Å:
C 0.247 -1.587 -0.867  0.0133
C -0.047 -0.786 0.431  0.0383
C 0.069 0.643 0.541  0.3119
C -0.665 1.604 1.283  0.3416
N -0.060 2.802 1.114  -0.0344
C 1.009 2.656 0.341  0.2586
N 1.051 1.391 -0.131  -0.0594
N -0.888 -2.498 -1.247  0.0026
H 0.467 -0.945 -1.720  -0.0005
H 1.121 -2.227 -0.754  -0.0003
H 0.480 -1.228 1.338  0.0970
H -0.914 -1.173 1.008  0.0173
H -1.557 1.462 1.886  0.0066
H -0.448 3.627 1.590  -0.0032
H 1.706 3.444 0.069  0.0112
H 1.850 1.025 -0.655  -0.0009
H -0.600 -3.100 -2.034  0.0001
H -1.631 -1.917 -1.640  0.0004
H -1.190 -3.190 -0.551  -0.0005

Computed properties:
Energy above the lowest of the compared OMol25 structures with the same formula, charge and spin in kcal/mol: 0.00
F_max in Eh/bohr: 0.0488
Charge: +3
LUMO (alpha / beta) in eV: -12.7 / -17.0
Gap between HOMO and LUMO (alpha / beta) in eV: 11.44 / 8.51
Multiplicity: 2
E in eV: -9799.87981

ORCA calculation (ωB97M-V with the def2-TZVPD basis set) on 3 unconnected molecules or ions with the total composition C4H8O3S at a distorted geometry.

Last column: Mulliken charge in e.
Atoms and positions in Å:
C 4.178 0.007 0.175  -0.0756
C -1.661 1.175 0.839  -1.0414
C -1.091 0.118 -1.342  -1.0426
C -1.994 0.529 -0.451  0.2518
O 3.632 -0.436 -0.790  -0.3750
O -1.938 -2.646 -0.107  -0.4493
O -0.143 -1.536 1.107  -0.4256
S -0.638 -2.027 -0.156  0.7735
H 5.092 0.622 0.114  0.2349
H -0.600 1.399 0.911  0.2791
H -2.240 2.090 0.968  0.3803
H -1.927 0.500 1.656  0.2710
H -1.389 -0.326 -2.279  0.3584
H -0.046 0.357 -1.225  0.3477
H 3.809 -0.157 1.200  0.2166
H -3.044 0.331 -0.619  0.2962

Computed properties:
Energy above the lowest of the compared OMol25 structures with the same formula, charge and spin in kcal/mol: 57.42
F_max in Eh/bohr: 0.0249
LUMO in eV: -0.5
Gap between HOMO and LUMO in eV: 9.35
Multiplicity: 1
E in eV: -21253.22808